Here is a molecular structure, C40H32BrClIrN4O2PS2 from the OMol25 dataset. Energies are from ωB97M-V/def2-TZVPD.

Geometry as XYZ:
```
84
Properties=species:S:1:pos:R:3:forces:R:3:mulliken_charge:R:1
Ir 0.50654 0.14761 -0.19680 1.2 -3.8 -0.2 1.956
Br -0.12978 -6.79249 3.17382 -0.1 0.0 -0.1 -0.166
Cl -1.37186 3.38036 3.63584 -0.4 0.1 0.8 -0.414
S 1.12324 -5.86787 -3.41470 -0.1 0.1 0.2 -0.149
S 2.97409 0.54314 -0.59796 -1.8 0.1 1.0 -0.411
P -0.43094 2.78243 1.92337 0.4 0.3 -1.0 1.907
O -1.36080 -1.41422 0.04486 -0.1 1.0 -0.2 -0.649
O 0.49695 -1.63765 1.20225 0.5 1.8 -0.8 -0.891
N -2.40223 -7.95018 -1.41234 -0.2 -0.1 0.1 -0.578
N -2.78364 -3.67774 3.51595 -0.2 0.0 0.1 -0.607
N 0.92123 -1.68711 -1.62597 0.2 0.7 0.4 0.065
N 1.03349 1.32405 -2.08907 -0.5 0.1 1.4 -0.135
C 1.62817 3.77068 3.70550 0.3 -0.1 0.0 -0.653
C -2.00682 2.63147 -0.46066 -0.2 0.0 0.0 1.034
C 0.00168 -3.37427 -3.03421 0.0 0.1 0.1 -0.701
C 0.11793 6.38114 -0.00614 0.0 0.0 0.1 -0.719
C 3.46241 1.75424 3.25011 0.0 0.0 -0.1 -1.012
C -4.32446 3.12386 -0.82332 -0.1 0.0 -0.1 -0.757
C -0.27546 -6.86717 -1.23960 -0.1 -0.1 0.0 -0.073
C -0.49958 0.99966 1.58031 1.1 0.6 -1.1 -2.357
C -0.58298 -4.26501 1.93189 0.0 0.1 0.0 -0.378
C -1.37477 -7.02314 -3.36097 0.0 0.0 0.1 -0.132
C 1.26505 2.70405 2.88337 -0.5 0.0 -0.1 0.455
C 2.36196 1.40687 -1.95607 0.3 0.1 -0.2 0.741
C 1.45259 3.95435 0.15980 0.0 0.1 0.0 -0.046
C -0.01121 -2.11023 -2.47699 -0.1 0.1 -0.2 -0.381
C -3.30573 3.54743 1.32142 -0.1 -0.2 -0.3 -0.340
C 1.93207 4.95369 -0.67531 -0.1 0.0 0.0 -0.496
C 3.80165 2.81001 4.07671 0.1 -0.1 0.0 -0.505
C 0.29369 4.15996 0.89614 -0.1 -0.4 -0.1 0.230
C 2.87411 3.81346 4.31175 -0.1 0.2 0.0 -0.835
C -0.28736 -6.61666 -2.60392 0.2 0.1 -0.2 0.151
C 1.02701 -4.24130 -2.68310 0.1 -0.2 0.0 0.134
C -2.40795 -7.68630 -2.71161 0.0 0.0 -0.1 -0.382
C -2.09038 3.04838 0.86728 0.2 0.0 0.6 -0.519
C 1.25939 6.16285 -0.76354 0.1 0.1 -0.1 -0.747
C -0.69038 -1.97405 0.92763 -0.4 -0.5 0.3 1.396
C -4.41553 3.57527 0.47991 0.0 0.1 0.1 -0.698
C -1.03578 -5.15496 2.88561 0.0 0.0 -0.1 -0.150
C 2.51380 2.87431 -3.82691 0.0 -0.1 0.1 -0.263
C -1.25832 -3.06079 1.78824 0.1 0.0 0.1 -0.382
C -3.10850 2.65432 -1.30021 0.1 0.0 0.0 -0.708
C 1.89331 -2.52579 -1.27292 0.2 -0.1 -0.1 -0.366
C 3.14291 2.18017 -2.81542 -0.1 0.0 -0.2 -0.847
C 0.43395 1.98511 -3.08058 -0.4 0.1 -0.1 -0.282
C 1.13088 2.77016 -3.97233 0.1 -0.1 0.0 -0.895
C -1.35731 -7.54695 -0.69660 0.1 0.1 0.0 -0.424
C 2.20161 1.69946 2.66537 0.0 0.0 0.2 -0.145
C -2.35771 -2.81502 2.60221 0.0 0.0 -0.2 -0.284
C -2.13679 -4.82460 3.66292 0.0 0.0 0.0 -0.140
C -0.36980 5.37966 0.81883 0.1 0.0 0.0 -0.426
C 1.99345 -3.81009 -1.78462 -0.1 0.0 -0.1 -0.541
H -1.53933 0.73097 1.40614 0.0 0.0 -0.1 1.083
H 3.11857 4.64607 4.95988 0.1 0.0 0.0 0.385
H 4.17700 0.96822 3.03791 0.0 0.0 0.1 0.420
H 4.78276 2.85372 4.53232 0.0 0.0 0.0 0.368
H 2.61968 -2.15318 -0.56489 0.0 0.0 0.0 0.418
H 2.83283 4.79349 -1.25277 0.0 0.0 0.0 0.529
H -0.12873 0.49253 2.47063 0.2 -0.1 -0.2 1.093
H 1.98054 3.01516 0.25289 0.1 0.0 0.0 0.436
H -5.36053 3.94282 0.86152 0.0 0.0 0.0 0.400
H -5.19685 3.13075 -1.46431 0.0 0.0 0.0 0.385
H 0.93376 4.58185 3.88224 0.0 0.0 0.0 0.292
H 0.27893 -4.48147 1.31470 0.1 0.0 0.1 0.600
H 2.80396 -4.46005 -1.48752 0.0 0.0 0.0 0.473
H -3.27467 -8.02899 -3.26581 0.0 0.0 0.0 0.367
H -1.37484 -7.80242 0.35567 0.0 0.1 0.1 0.297
H 3.08479 3.50412 -4.49629 0.0 0.0 0.0 0.415
H -3.02971 2.29328 -2.31944 0.0 0.0 0.0 0.338
H -0.39661 7.33164 -0.06768 0.0 0.0 0.0 0.435
H -1.06102 2.25420 -0.82990 0.0 0.1 -0.1 -0.604
H -0.79265 -1.40320 -2.72423 0.0 0.0 0.1 0.436
H -3.40814 3.90851 2.33391 0.0 -0.1 0.0 0.389
H 0.56168 -6.56981 -0.62242 0.0 0.0 0.0 0.454
H -1.26783 5.54418 1.40118 0.0 0.0 -0.1 0.358
H -0.76903 -3.67813 -3.72771 0.0 0.0 0.0 0.428
H -2.90996 -1.88577 2.52119 0.0 0.0 0.0 0.525
H 1.96682 0.85850 2.03264 0.0 0.0 0.0 0.320
H -1.40605 -6.83905 -4.42559 0.0 0.0 0.0 0.417
H -0.64140 1.87783 -3.14885 0.0 0.1 0.1 0.365
H 0.61094 3.30404 -4.75335 -0.1 0.0 0.0 0.454
H -2.50247 -5.50112 4.42597 0.0 0.0 0.0 0.374
H 4.20881 2.23789 -2.64663 0.0 0.0 0.0 0.473
H 1.63164 6.93886 -1.42061 0.0 0.0 0.0 0.392
```
Positions in Å, forces in eV/Å.

Its HOMO energy is -7.9 eV. The HOMO-LUMO gap is 6.90 eV. Its multiplicity is 1.

=====

Here is a molecular structure, C40H32CaN8O3S3 from the OMol25 dataset. Energies are from ωB97M-V/def2-TZVPD.

Geometry as XYZ:
```
87
Properties=species:S:1:pos:R:3:forces:R:3:mulliken_charge:R:1
Ca -0.10516 -0.50252 0.07907 -1.2 -0.8 -0.5 2.092
S -4.70378 -3.53125 -5.38275 1.0 0.8 1.2 0.052
S -1.66165 3.97246 -2.31170 0.1 -0.1 -0.3 -0.241
S 0.63343 2.12362 -2.94305 0.8 -0.7 -0.5 -0.582
O -0.55418 1.22099 1.24914 -1.2 1.1 0.6 -0.613
O -1.09492 -2.28171 0.43941 -2.4 -1.0 -1.2 -0.899
O 1.87479 -0.51480 -0.08075 2.8 -0.3 -1.0 -0.557
N -3.05686 -3.46077 -5.29068 -0.5 0.1 0.2 -0.767
N -5.04419 -2.57655 -4.07680 0.4 -0.2 -0.3 -0.768
N -2.20000 -0.15592 -0.97417 -0.4 0.0 -0.9 0.363
N 0.45927 -2.46029 2.11681 0.4 -1.7 -0.9 -0.873
N -0.05889 -1.29140 -2.14640 -0.6 -0.2 -0.8 0.664
N 0.26869 1.63806 0.14293 0.3 1.8 -1.0 1.417
N -0.47791 2.61440 -0.51581 -1.0 0.6 0.6 -1.739
N 0.31730 -1.12978 2.19710 -0.4 0.8 1.2 0.750
C -0.07645 -5.94056 -1.14530 0.1 -0.3 0.0 -0.570
C -0.76221 4.78896 -3.66165 -0.5 -0.4 0.3 -1.143
C -3.22462 0.35480 -0.34174 -0.6 0.2 0.2 -0.415
C 1.00456 -1.81785 -2.69676 0.4 -0.2 -0.4 -0.548
C 0.29064 1.81905 2.23878 0.6 0.3 1.5 2.036
C -0.37770 2.75070 -1.78563 -0.1 0.5 0.0 0.285
C 0.18326 5.86168 -3.21875 0.2 0.1 0.0 0.704
C -0.27589 -2.95270 -4.36339 0.0 0.0 0.1 -0.634
C -4.55597 0.07834 -0.67982 0.1 -0.1 -0.1 -1.270
C 3.53235 1.85042 2.09686 0.1 0.0 -0.1 -1.105
C 0.10218 -4.29818 0.61615 0.0 0.1 0.0 0.226
C -0.38726 -4.69951 -0.63265 -0.1 0.1 0.2 -0.402
C 2.56649 1.35152 1.23570 0.0 -0.2 -0.4 -0.169
C 0.72379 -6.80955 -0.41652 0.0 -0.3 -0.2 -0.375
C 1.22928 -6.41264 0.81532 0.1 0.0 0.1 -0.556
C 0.11168 6.45541 -1.96646 0.0 0.1 0.0 -0.166
C -2.41001 -0.98033 -2.00875 -1.8 0.2 0.3 -0.500
C 0.95065 -2.66308 -3.81386 -0.2 0.1 0.0 -0.976
C 1.38996 -1.24942 4.42081 -0.1 0.1 -0.2 -1.716
C 2.02436 7.81848 -2.47046 0.1 0.2 0.0 -0.416
C 1.61972 3.64498 0.84107 -0.1 0.0 -0.2 -2.031
C -3.72489 -1.30988 -2.43910 0.7 0.8 1.0 0.366
C 1.18004 6.27359 -4.09813 0.0 0.0 0.0 -0.560
C 2.09273 7.24366 -3.72948 0.1 0.1 -0.1 -0.433
C 4.86114 -0.12202 1.88734 0.1 0.0 0.1 -0.546
C 0.80645 -0.47902 3.25423 -0.1 -0.4 0.0 0.899
C 2.73126 0.04522 0.68297 0.7 0.2 0.4 0.202
C -0.21853 -2.93790 1.07357 1.3 -0.7 2.4 0.334
C 0.76644 0.88905 3.30453 -0.4 0.5 0.3 -2.198
C -0.44738 3.00523 2.86856 0.0 -0.2 -0.4 -2.189
C -4.80321 -0.76056 -1.74018 0.1 0.0 0.0 -0.548
C -3.88375 -2.18220 -3.55579 -0.8 -0.7 -1.0 0.800
C 1.02538 7.42616 -1.59557 0.1 0.1 0.0 -0.532
C 0.92889 -5.16698 1.32892 0.0 -0.1 0.0 -0.346
C -1.42722 -2.40931 -3.78539 1.0 0.7 0.8 0.645
C -1.26693 -1.55643 -2.65833 0.9 -1.1 -1.3 -0.596
C 4.67819 1.14479 2.42367 0.2 0.2 0.3 -0.815
C 3.91687 -0.65074 1.04074 0.0 -0.1 -0.1 -0.558
C 1.30288 2.17170 1.08849 0.6 0.6 0.4 2.552
C -2.74579 -2.69563 -4.24651 -0.9 -0.6 -0.8 0.924
H -0.38228 -3.60432 -5.21954 0.0 0.0 0.0 0.493
H 0.20668 3.59832 3.50332 0.2 0.0 0.1 0.359
H 1.87663 -7.08282 1.36882 0.0 0.0 0.1 0.360
H 5.39336 1.56530 3.12237 0.0 0.0 0.0 0.325
H 0.75336 4.13753 0.40180 0.1 0.1 0.1 0.522
H 2.21866 -1.85701 4.06462 0.1 -0.1 0.0 0.297
H 1.74591 -0.57606 5.19726 0.0 0.1 0.0 0.426
H 0.95545 -7.79237 -0.80829 0.1 0.0 0.0 0.353
H 2.45099 3.73504 0.14134 0.0 0.0 0.0 0.405
H -0.20344 3.98354 -4.15793 -0.1 0.2 0.0 0.299
H 1.15044 1.38735 4.18475 0.0 0.0 0.1 -0.064
H -1.26208 2.61559 3.47851 0.0 0.0 0.0 0.489
H 1.88586 4.15872 1.76104 0.0 0.0 0.1 0.347
H 1.94375 -1.55775 -2.22826 0.1 0.0 0.2 0.513
H -0.44791 -6.23090 -2.12073 0.0 -0.1 0.0 0.377
H -0.86175 3.62958 2.08321 -0.1 0.2 -0.1 0.396
H -1.50233 5.20005 -4.35092 -0.1 0.0 0.0 0.489
H 3.38671 2.82005 2.55759 0.0 0.0 0.0 0.234
H -5.80636 -1.02006 -2.04944 -0.1 0.0 0.0 0.490
H 0.64366 -1.92328 4.83924 0.0 -0.1 0.0 0.310
H 2.86499 7.54896 -4.42543 0.0 0.0 0.0 0.353
H 0.96172 7.87977 -0.61511 0.0 0.0 0.1 0.369
H 4.02383 -1.65244 0.63799 0.0 0.0 0.0 0.337
H -0.66165 6.13750 -1.28221 0.0 -0.1 0.1 0.297
H 1.85871 -3.07816 -4.22764 0.0 0.0 0.0 0.426
H 5.74540 -0.69756 2.15050 0.0 0.0 0.0 0.330
H -1.00891 -4.00714 -1.18385 0.0 0.0 0.0 0.396
H 2.75315 8.56322 -2.17361 0.0 0.0 0.0 0.354
H 1.32067 -4.83261 2.27845 0.0 0.0 0.0 0.431
H 1.24019 5.81536 -5.07626 0.0 -0.1 -0.1 0.354
H -2.99346 1.01904 0.48140 0.1 0.0 0.1 0.540
H -5.36621 0.51447 -0.11294 0.0 0.0 0.0 0.430
```
Positions in Å, forces in eV/Å.

Its HOMO energy is 0.3 eV. The HOMO-LUMO gap is 2.87 eV. Its multiplicity is 1. Its net charge is -2.

=====

Ordered relative energy (zero: lowest compared OMol25 entry of this formula, charge and spin) results: 117.5; 136.2; unit kcal per mole.